Entry P
{
  "formula": "CH12O4",
  "method": "wB97M-V/def2-TZVPD",
  "symbols": ["C", "H", "H", "H", "H", "H", "H", "O", "H", "H", "O", "H", "H", "O", "H", "H", "O"],
  "positions_angstrom": [[2.2415, 0.4056, 0.1887], [3.1114, 0.7192, 0.8463], [2.0135, 1.1212, -0.6086], [1.4192, 0.2814, 0.9682], [2.5206, -0.5221, -0.2957], [-1.7886, 0.9700, 2.3948], [-1.0206, 1.1074, 1.1479], [-1.0594, 0.6909, 1.9633], [-0.0199, -1.5204, -1.4840], [0.8274, -0.8077, -2.4365], [-0.0627, -0.8292, -2.0776], [-0.7399, 0.9263, -1.1204], [-1.5436, 2.2483, -1.4097], [-1.3288, 1.5981, -0.7453], [-0.3622, -1.3442, 1.4201], [0.2012, -2.7270, 1.0613], [0.1926, -1.8205, 0.6576]],
  "total_charge": 0,
  "e_lumo_ev": 0.6509,
  "smiles": "C.O.O.O.O",
  "homo_lumo_gap_ev": 11.951,
  "e_homo_ev": -11.30
}

***

Entry Q
{
  "formula": "CH12O4",
  "method": "wB97M-V/def2-TZVPD",
  "symbols": ["C", "H", "H", "H", "H", "H", "H", "O", "H", "H", "O", "H", "H", "O", "H", "H", "O"],
  "positions_angstrom": [[-1.3164, -1.3543, 0.0537], [-0.9768, -1.6572, -0.9452], [-2.2988, -1.7309, 0.1991], [-1.6035, -0.3091, -0.0520], [-0.6542, -1.3827, 0.9305], [1.7736, -0.6686, 2.0956], [0.7399, -0.4635, 0.6518], [1.1529, -0.1663, 1.5719], [-0.6152, 0.7180, -2.1145], [0.1678, 1.6730, -1.2168], [-0.1740, 0.7764, -1.2487], [1.4091, 0.0510, -1.4943], [2.6261, 0.1018, -0.5044], [2.1914, -0.5023, -1.1701], [-1.2365, 1.3929, 0.3585], [-0.3260, 1.5542, 1.7569], [-0.8593, 1.9676, 1.1279]],
  "total_charge": 0,
  "e_lumo_ev": 0.1776,
  "smiles": "C.O.O.O.O",
  "homo_lumo_gap_ev": 11.032,
  "e_homo_ev": -10.85
}

***

Entry R
{
  "formula": "CH12O4",
  "method": "wB97M-V/def2-TZVPD",
  "symbols": ["C", "H", "H", "H", "H", "H", "H", "O", "H", "H", "O", "H", "H", "O", "H", "H", "O"],
  "positions_angstrom": [[2.7705, -0.2079, -0.8478], [2.0214, 0.5836, -0.8916], [3.0435, -0.4581, 0.1751], [3.7099, 0.1653, -1.2714], [2.4543, -1.0633, -1.4430], [-1.3233, 1.5531, -2.3785], [-0.6063, 0.1962, -2.7545], [-0.5713, 0.9981, -2.2396], [-1.4596, 0.0565, 2.4151], [-1.0036, -0.0598, 3.8398], [-1.0541, -0.5809, 3.0275], [-0.9935, -1.9677, 0.7150], [-2.3761, -1.7284, 0.1796], [-1.4971, -1.9959, -0.0964], [-1.2310, 1.1185, -0.1568], [-0.6591, 2.0768, 0.9316], [-1.2245, 1.3139, 0.7958]],
  "total_charge": 0,
  "e_lumo_ev": 0.4344,
  "smiles": "C.O.O.O.O",
  "homo_lumo_gap_ev": 11.560,
  "e_homo_ev": -11.13
}

***

Quick ranking, most stable first: entry R, entry P, entry Q.